{
  "formula": "C3HO2V",
  "method": "ωB97M-V with the def2-TZVPD basis set",
  "species": ["O", "O", "C", "V", "C", "C", "H"],
  "xyz": [[-0.955, 0.260, 0.723], [0.708, -0.772, -0.267], [-0.119, 0.186, -0.222], [-0.286, -1.556, 1.296], [0.876, 2.013, -1.722], [-0.005, 1.282, -1.193], [-0.396, 2.602, -1.385]],
  "lowdin_spin": [0.00, 0.00, 0.03, 2.96, 0.01, 0.00, 0.00],
  "charge": 1,
  "lumo_energy_ev": [-6.509, -6.413],
  "gap_ev": [8.35, 8.49],
  "s2": 3.760,
  "multiplicity": 4
}

=====

{
  "formula": "C10H15BrClF5NO7P",
  "method": "ωB97M-V with the def2-TZVPD basis set",
  "species": ["O", "O", "C", "C", "C", "N", "P", "O", "Br", "C", "C", "C", "C", "C", "C", "F", "F", "C", "F", "F", "F", "H", "H", "H", "H", "H", "H", "H", "H", "H", "H", "H", "H", "H", "H", "H", "O", "Cl", "O", "O", "O"],
  "xyz": [[4.453, 1.534, -0.408], [3.860, 0.542, -1.162], [2.584, 0.190, -0.533], [1.853, -0.761, -1.571], [1.282, 0.324, -2.631], [-0.168, 0.563, -2.307], [-1.196, 2.004, -2.497], [-1.552, 2.180, -4.165], [0.075, 3.744, -1.759], [-0.768, -0.530, -1.858], [0.423, -1.406, -1.229], [0.162, -2.137, 0.158], [0.456, -1.326, 1.482], [-0.011, 0.192, 1.508], [-0.927, 0.599, 2.743], [-0.621, -0.057, 3.932], [-2.258, 0.502, 2.344], [-0.640, 2.166, 3.020], [-1.674, 2.767, 3.711], [-0.416, 2.896, 1.857], [0.532, 2.223, 3.804], [4.529, 2.343, -0.957], [1.997, 1.152, -0.413], [2.850, -0.290, 0.456], [2.584, -1.414, -2.128], [1.217, -0.214, -3.651], [1.895, 1.252, -2.819], [-0.772, 2.632, -4.551], [-1.879, -0.796, -1.896], [0.405, -2.295, -1.959], [-0.895, -2.546, 0.187], [0.843, -3.059, 0.170], [1.562, -1.423, 1.760], [-0.095, -1.863, 2.330], [-0.533, 0.568, 0.580], [0.938, 0.826, 1.610], [-4.236, -2.113, 2.794], [-4.024, -2.217, 1.370], [-4.479, -1.006, 0.718], [-4.749, -3.352, 0.849], [-2.605, -2.391, 1.107]],
  "nbo_charge": [-0.44, -0.30, -0.10, -0.24, -0.25, -0.65, 1.21, -0.93, -0.18, 0.34, -0.29, -0.42, -0.43, -0.47, 0.65, -0.31, -0.30, 0.92, -0.30, -0.33, -0.33, 0.46, 0.19, 0.21, 0.26, 0.22, 0.25, 0.49, 0.31, 0.27, 0.31, 0.23, 0.21, 0.27, 0.22, 0.23, -0.85, 2.55, -0.88, -0.86, -0.94],
  "lumo_energy_ev": -2.844,
  "gap_ev": 5.54,
  "multiplicity": 1
}

=====

{
  "formula": "C8H7NO",
  "method": "ωB97M-V with the def2-TZVPD basis set",
  "species": ["O", "C", "N", "C", "C", "C", "C", "C", "C", "C", "H", "H", "H", "H", "H", "H", "H"],
  "xyz": [[-3.459, 0.849, 0.572], [-2.750, 0.014, 0.115], [-2.623, -0.629, -0.992], [-1.552, -0.827, 0.397], [-0.157, -0.331, 0.235], [0.945, -1.224, 0.476], [2.203, -0.710, 0.405], [2.380, 0.578, -0.196], [1.338, 1.451, -0.231], [0.024, 1.022, 0.056], [-2.506, -0.074, -1.837], [-1.621, -1.789, 0.633], [0.609, -2.270, 0.802], [3.022, -1.257, 0.558], [3.409, 0.938, -0.512], [1.387, 2.428, -0.475], [-0.647, 1.833, -0.004]],
  "nbo_charge": [-0.56, 0.63, -0.63, -0.08, -0.08, -0.19, -0.20, -0.19, -0.20, -0.19, 0.39, 0.21, 0.22, 0.21, 0.22, 0.21, 0.23],
  "lumo_energy_ev": 0.148,
  "gap_ev": 9.33,
  "multiplicity": 1
}

=====

{
  "formula": "C23H30FN3O5S",
  "method": "ωB97M-V with the def2-TZVPD basis set",
  "species": ["O", "S", "O", "C", "C", "C", "C", "O", "C", "C", "O", "C", "N", "C", "C", "N", "C", "C", "C", "C", "F", "C", "C", "C", "C", "C", "C", "N", "C", "C", "O", "C", "C", "H", "H", "H", "H", "H", "H", "H", "H", "H", "H", "H", "H", "H", "H", "H", "H", "H", "H", "H", "H", "H", "H", "H", "H", "H", "H", "H", "H", "H", "H"],
  "xyz": [[2.814, 3.688, -2.076], [2.877, 3.367, -0.682], [3.674, 4.171, 0.192], [3.320, 1.647, -0.489], [3.077, 0.765, -1.522], [3.265, -0.593, -1.333], [3.676, -1.069, -0.089], [3.849, -2.374, 0.238], [3.336, -3.391, -0.593], [1.794, -3.404, -0.671], [1.354, -4.587, -1.300], [1.164, -3.354, 0.740], [-0.080, -2.635, 0.855], [0.016, -1.198, 0.700], [-1.301, -0.545, 1.136], [-2.372, -1.076, 0.324], [-3.494, -0.324, 0.023], [-4.382, -0.765, -0.969], [-5.484, -0.019, -1.333], [-5.708, 1.197, -0.714], [-6.786, 1.936, -1.071], [-4.848, 1.671, 0.257], [-3.755, 0.912, 0.627], [-2.463, -2.513, 0.477], [-1.153, -3.156, 0.031], [3.958, -0.158, 0.936], [3.780, 1.194, 0.736], [1.309, 3.426, -0.099], [1.163, 3.204, 1.321], [-0.252, 3.621, 1.727], [-1.212, 2.903, 0.986], [-1.069, 3.138, -0.398], [0.322, 2.717, -0.879], [2.752, 1.157, -2.472], [3.094, -1.265, -2.158], [3.768, -3.335, -1.602], [3.667, -4.323, -0.125], [1.454, -2.527, -1.241], [1.709, -4.637, -2.194], [0.984, -4.388, 1.046], [1.876, -2.902, 1.434], [0.833, -0.830, 1.327], [0.221, -0.899, -0.345], [-1.224, 0.533, 0.995], [-1.465, -0.760, 2.203], [-4.201, -1.697, -1.481], [-6.162, -0.367, -2.096], [-5.041, 2.622, 0.729], [-3.106, 1.297, 1.395], [-3.292, -2.910, -0.104], [-2.629, -2.765, 1.537], [-1.198, -4.238, 0.165], [-0.995, -2.945, -1.039], [4.308, -0.544, 1.879], [4.000, 1.912, 1.510], [1.914, 3.811, 1.825], [1.313, 2.141, 1.572], [-0.438, 3.390, 2.777], [-0.376, 4.699, 1.555], [-1.848, 2.552, -0.888], [-1.217, 4.206, -0.611], [0.475, 2.989, -1.923], [0.434, 1.627, -0.760]],
  "nbo_charge": [-0.94, 2.34, -0.94, -0.39, -0.17, -0.27, 0.32, -0.49, -0.09, 0.04, -0.72, -0.23, -0.44, -0.22, -0.23, -0.47, 0.25, -0.25, -0.26, 0.35, -0.33, -0.25, -0.29, -0.22, -0.22, -0.26, -0.16, -0.67, -0.27, -0.07, -0.53, -0.08, -0.26, 0.24, 0.22, 0.17, 0.21, 0.17, 0.47, 0.22, 0.21, 0.20, 0.16, 0.23, 0.18, 0.21, 0.23, 0.23, 0.23, 0.21, 0.18, 0.21, 0.17, 0.23, 0.24, 0.24, 0.18, 0.20, 0.18, 0.21, 0.18, 0.24, 0.18],
  "lumo_energy_ev": 0.314,
  "gap_ev": 7.99,
  "multiplicity": 1
}

=====

{
  "formula": "C34H38F6N2O4",
  "method": "ωB97M-V with the def2-TZVPD basis set",
  "species": ["C", "C", "O", "C", "O", "C", "F", "F", "F", "H", "H", "H", "H", "H", "C", "C", "O", "C", "O", "C", "F", "F", "F", "H", "H", "H", "H", "H", "C", "C", "C", "N", "C", "H", "H", "H", "H", "H", "C", "C", "C", "N", "C", "H", "H", "H", "H", "H", "C", "C", "C", "C", "C", "C", "H", "H", "H", "H", "H", "H", "C", "C", "C", "C", "C", "C", "H", "H", "H", "H", "H", "H", "C", "C", "C", "C", "C", "C", "H", "H", "H", "H", "H", "H"],
  "xyz": [[8.707, -6.807, 23.959], [7.326, -6.258, 23.731], [7.003, -5.301, 24.753], [6.225, -5.704, 25.735], [5.743, -6.787, 25.895], [5.987, -4.596, 26.779], [6.791, -4.815, 27.825], [6.255, -3.376, 26.305], [4.731, -4.618, 27.199], [9.391, -5.999, 24.216], [9.061, -7.376, 23.104], [8.702, -7.465, 24.834], [6.546, -7.014, 23.641], [7.253, -5.709, 22.788], [8.145, -12.899, 10.894], [8.141, -11.847, 11.975], [7.383, -12.340, 13.085], [7.224, -11.513, 14.097], [7.578, -10.371, 14.155], [6.516, -12.170, 15.306], [7.382, -12.336, 16.307], [5.540, -11.356, 15.721], [5.978, -13.356, 15.009], [8.417, -13.853, 11.344], [8.931, -12.655, 10.180], [7.193, -12.972, 10.374], [7.770, -10.874, 11.653], [9.176, -11.658, 12.283], [6.817, -4.057, 17.616], [6.095, -3.603, 18.753], [6.011, -2.239, 18.657], [6.621, -1.865, 17.488], [7.125, -2.962, 16.855], [7.107, -5.078, 17.434], [5.704, -4.242, 19.528], [5.561, -1.482, 19.277], [6.745, -0.911, 17.206], [7.628, -2.909, 15.906], [4.474, -6.388, 13.890], [4.562, -6.123, 15.282], [5.508, -6.958, 15.806], [6.010, -7.702, 14.769], [5.381, -7.374, 13.610], [3.843, -5.891, 13.173], [3.979, -5.414, 15.846], [5.816, -7.044, 16.833], [6.626, -8.489, 14.887], [5.592, -7.883, 12.686], [5.648, -9.546, 18.488], [6.492, -8.591, 19.035], [5.958, -7.499, 19.713], [4.586, -7.405, 19.894], [3.749, -8.389, 19.392], [4.274, -9.464, 18.696], [6.042, -10.369, 17.908], [7.560, -8.773, 19.062], [6.639, -6.766, 20.132], [4.174, -6.537, 20.393], [2.681, -8.327, 19.561], [3.655, -10.255, 18.295], [11.367, -10.687, 19.932], [11.631, -11.678, 20.864], [10.694, -11.985, 21.839], [9.517, -11.256, 21.945], [9.250, -10.265, 21.014], [10.153, -10.009, 19.985], [12.096, -10.436, 19.172], [12.559, -12.237, 20.853], [10.915, -12.733, 22.591], [8.814, -11.484, 22.735], [8.349, -9.663, 21.053], [9.902, -9.267, 19.236], [-0.195, -6.713, 19.116], [-0.156, -5.796, 20.162], [0.863, -4.856, 20.222], [1.872, -4.864, 19.259], [1.817, -5.765, 18.204], [0.787, -6.687, 18.132], [-0.984, -7.452, 19.072], [-0.931, -5.804, 20.919], [0.942, -4.150, 21.041], [2.699, -4.167, 19.327], [2.591, -5.703, 17.452], [0.835, -7.463, 17.376]],
  "lowdin_charge": [-0.05, -0.21, 0.04, -0.40, 0.17, -0.56, 0.17, 0.16, 0.18, 0.08, 0.07, 0.09, 0.12, 0.12, -0.06, -0.21, 0.05, -0.39, 0.15, -0.54, 0.17, 0.16, 0.17, 0.08, 0.08, 0.08, 0.13, 0.13, -0.11, -0.11, -0.14, 0.00, -0.13, 0.08, 0.08, 0.10, 0.14, 0.11, -0.11, -0.11, -0.13, 0.02, -0.15, 0.09, 0.08, 0.08, 0.11, 0.10, -0.09, -0.11, -0.10, -0.09, -0.08, -0.07, 0.08, 0.08, 0.09, 0.10, 0.10, 0.10, -0.09, -0.10, -0.10, -0.09, -0.10, -0.10, 0.10, 0.10, 0.10, 0.10, 0.08, 0.09, -0.10, -0.10, -0.09, -0.10, -0.10, -0.10, 0.10, 0.10, 0.10, 0.10, 0.08, 0.11],
  "lumo_energy_ev": 0.508,
  "gap_ev": 8.40,
  "multiplicity": 1
}

=====

{
  "formula": "C4H10NO2",
  "method": "ωB97M-V with the def2-TZVPD basis set",
  "species": ["O", "C", "O", "H", "H", "C", "C", "C", "N", "H", "H", "H", "H", "H", "H", "H", "H"],
  "xyz": [[1.971, 0.384, 1.534], [2.041, 0.243, 0.359], [1.512, -0.835, -0.252], [2.522, 0.948, -0.332], [1.402, -0.663, -1.212], [-1.486, 1.415, 0.242], [-1.453, 0.126, -0.500], [-1.323, -0.091, -1.865], [-1.227, -1.058, 0.360], [-1.426, 2.232, -0.476], [-2.398, 1.558, 0.816], [-0.638, 1.527, 0.938], [-1.326, -1.083, -2.291], [-1.257, 0.752, -2.535], [-1.597, -0.914, 1.303], [-0.190, -1.202, 0.382], [-1.646, -1.894, -0.039]],
  "lowdin_spin": [0.01, 0.02, 0.05, 0.01, 0.05, 0.05, 0.32, 0.28, 0.05, 0.00, 0.01, 0.01, 0.05, 0.04, 0.00, 0.02, 0.01],
  "lumo_energy_ev": [0.594, 0.423],
  "gap_ev": [4.38, 8.66],
  "s2": 0.753,
  "multiplicity": 2
}